[1]
# C16H31NP2PtS

C16H31NP2PtS as an isolated structure in a non-equilibrium geometry (wB97M-V/def2-TZVPD, the Open Molecules 2025 dataset).

Element x y z (Å)
P 0.91 -1.60 0.22
P 0.27 1.91 1.18
C 2.07 0.17 -0.13
C 1.85 1.60 0.37
H 1.85 0.24 -1.21
H 3.15 -0.08 0.02
H 2.64 1.96 1.07
H 1.90 2.25 -0.52
C -1.22 3.05 0.96
H -1.58 3.53 1.90
H -2.13 2.56 0.55
H -0.83 3.80 0.25
C 0.94 2.75 2.69
H 1.03 3.78 2.33
H 1.95 2.35 2.87
H 0.34 2.72 3.61
C 0.05 -3.42 0.59
H 0.39 -3.84 1.56
H 0.45 -4.07 -0.22
H -1.07 -3.40 0.60
C 2.40 -2.41 1.00
H 3.16 -1.70 1.33
H 2.84 -3.09 0.26
H 2.13 -3.00 1.88
Pt -0.74 -0.35 1.05
C -0.07 1.52 -2.16
C -1.20 1.15 -1.52
C -2.40 0.61 -2.24
C -2.21 -0.88 -2.59
C -1.33 -1.49 -1.53
C 0.12 -1.44 -1.62
C 0.82 -0.77 -2.88
C 0.54 0.72 -3.27
C -0.36 -1.43 2.91
H 0.35 2.55 -2.00
H -1.50 1.80 -0.73
H -2.62 1.23 -3.11
H -3.28 0.72 -1.59
H -3.20 -1.36 -2.58
H -1.88 -0.97 -3.64
H -1.82 -2.26 -0.91
H 0.49 -2.50 -1.70
H 0.48 -1.37 -3.73
H 1.92 -0.86 -2.81
H 1.47 1.23 -3.58
H -0.10 0.80 -4.17
H 0.09 -0.80 3.70
H 0.15 -2.38 2.81
H -1.39 -1.59 3.17
S -1.94 0.59 5.32
C -1.90 0.73 3.73
N -1.96 0.74 2.51

Summary:
charge = +2
E_HOMO (alpha / beta) = -13.5085 / -15.0245 eV
2S+1 = 5
Kohn-Sham gap (alpha / beta) = 6.80 / 5.19 eV
energy above the lowest of the compared OMol25 structures with the same formula, charge and spin = 3.416 eV

[2]
# C16H31NP2SSn

C16H31NP2SSn as an isolated structure in a non-equilibrium geometry (wB97M-V/def2-TZVPD, the Open Molecules 2025 dataset).

Element x y z (Å)
P 1.84 -1.79 2.10
P 0.96 2.13 2.31
C 1.64 -0.33 0.88
C 2.05 1.08 1.35
H 0.62 -0.28 0.47
H 2.29 -0.64 0.05
H 2.99 1.00 1.91
H 2.25 1.70 0.46
C -0.64 2.41 1.56
H -1.27 3.02 2.23
H -1.17 1.45 1.40
H -0.53 2.92 0.59
C 1.71 3.70 2.72
H 1.46 4.47 1.97
H 2.80 3.60 2.78
H 1.36 4.06 3.69
C 0.74 -3.01 1.25
H 0.54 -3.83 1.96
H 1.23 -3.45 0.37
H -0.24 -2.61 0.94
C 3.45 -2.49 1.55
H 4.23 -1.74 1.71
H 3.42 -2.79 0.50
H 3.67 -3.37 2.16
Sn -1.66 -0.83 -0.75
C -0.73 1.01 -1.71
C -2.17 1.03 -1.87
C -2.90 0.46 -3.05
C -2.39 -0.87 -3.69
C -1.67 -1.85 -2.79
C -0.31 -1.73 -2.31
C 0.65 -0.74 -2.93
C 0.12 0.71 -2.91
C -2.59 -0.91 1.16
H -0.27 1.62 -0.93
H -2.74 1.70 -1.22
H -2.97 1.19 -3.87
H -3.95 0.31 -2.75
H -3.32 -1.38 -3.99
H -1.85 -0.65 -4.62
H -2.10 -2.85 -2.77
H 0.14 -2.53 -1.71
H 0.84 -0.98 -3.99
H 1.63 -0.78 -2.42
H 0.96 1.42 -2.92
H -0.43 0.91 -3.84
H -2.10 -0.25 1.89
H -2.62 -1.96 1.44
H -3.59 -0.56 0.91
S -0.32 0.86 6.22
C 0.23 1.16 4.81
N 0.71 1.28 3.70

Summary:
charge = 0
E_HOMO (alpha / beta) = -2.8571 / -2.8523 eV
2S+1 = 1
Kohn-Sham gap (alpha / beta) = 2.55 / 2.35 eV
energy above the lowest of the compared OMol25 structures with the same formula, charge and spin = 1.686 eV

[3]
# C16H32AgAsF6O12

C16H32AgAsF6O12 as an isolated structure in a non-equilibrium geometry (wB97M-V/def2-TZVPD, the Open Molecules 2025 dataset).

Element x y z (Å)
Ag 17.53 -7.09 -16.55
As 13.53 -6.54 -17.01
F 15.27 -6.82 -16.87
F 13.79 -4.89 -16.59
F 11.85 -6.29 -17.22
F 13.37 -8.19 -17.49
F 13.34 -6.92 -15.36
F 13.81 -6.15 -18.68
C 20.54 -8.18 -12.37
C 19.35 -8.22 -13.31
O 18.18 -8.48 -12.54
C 17.02 -8.09 -13.03
O 16.85 -7.58 -14.11
O 16.10 -8.38 -12.16
C 14.77 -8.04 -12.51
H 20.38 -7.42 -11.61
H 21.42 -7.90 -12.95
H 20.70 -9.14 -11.89
H 19.47 -8.98 -14.08
H 19.31 -7.25 -13.83
H 14.45 -8.63 -13.37
H 14.70 -7.02 -12.89
H 14.13 -8.15 -11.65
C 22.05 -3.89 -18.73
C 20.87 -4.05 -17.80
O 19.70 -3.57 -18.46
C 18.55 -4.05 -18.01
O 18.42 -4.90 -17.16
O 17.55 -3.49 -18.64
C 16.23 -3.93 -18.26
H 22.20 -2.87 -19.07
H 21.86 -4.50 -19.62
H 22.95 -4.26 -18.23
H 21.02 -3.48 -16.88
H 20.75 -5.08 -17.48
H 16.00 -3.64 -17.24
H 16.10 -4.99 -18.46
H 15.55 -3.36 -18.88
C 15.44 -9.90 -20.45
C 15.17 -8.45 -20.12
O 16.17 -7.62 -20.77
C 17.28 -7.41 -20.12
O 17.50 -7.68 -18.96
O 18.16 -6.87 -20.94
C 19.47 -6.64 -20.42
H 14.71 -10.59 -20.05
H 16.46 -10.16 -20.15
H 15.48 -10.02 -21.54
H 15.22 -8.26 -19.05
H 14.20 -8.13 -20.49
H 19.76 -7.42 -19.72
H 19.46 -5.64 -19.97
H 20.15 -6.58 -21.26
C 23.81 -7.25 -15.32
C 22.35 -7.43 -15.63
O 22.21 -8.75 -16.20
C 20.99 -9.18 -16.44
O 19.98 -8.54 -16.30
O 21.03 -10.46 -16.81
C 19.80 -11.03 -17.20
H 24.36 -7.09 -16.24
H 24.20 -8.12 -14.79
H 24.01 -6.42 -14.63
H 22.05 -6.71 -16.39
H 21.65 -7.35 -14.79
H 20.02 -11.96 -17.70
H 19.17 -10.37 -17.80
H 19.19 -11.30 -16.32

Summary:
charge = 0
E_HOMO = -10.8090 eV
2S+1 = 1
Kohn-Sham gap = 10.89 eV
energy above the lowest of the compared OMol25 structures with the same formula, charge and spin = 0.336 eV

[4]
# C16H32Cl2N3O8

A 6-piece molecular cluster, C16H32Cl2N3O8 overall in a non-equilibrium geometry (wB97M-V/def2-TZVPD, the Open Molecules 2025 dataset).

Element x y z (Å)
C 6.49 14.96 13.77
C 6.33 14.03 12.57
O 5.26 13.38 12.44
O 7.23 13.89 11.72
H 6.78 14.42 14.67
H 5.57 15.46 14.09
H 7.25 15.72 13.59
C 11.33 16.88 10.43
C 11.69 17.16 11.89
O 10.87 18.27 12.22
C 10.30 18.73 11.12
O 9.54 19.71 11.14
O 10.66 18.04 10.08
H 10.70 16.01 10.29
H 12.20 16.82 9.79
H 12.71 17.48 12.10
H 11.53 16.20 12.37
C 8.46 8.54 14.44
C 8.56 7.66 13.23
O 8.13 8.11 12.15
N 9.17 6.45 13.33
C 9.30 5.47 12.24
H 8.68 7.93 15.31
H 7.49 9.01 14.59
H 9.26 9.27 14.56
H 9.71 6.21 14.15
H 8.47 5.49 11.54
H 9.37 4.47 12.67
H 10.22 5.66 11.68
C 6.92 18.41 18.97
C 8.24 17.79 18.87
O 8.34 16.59 18.93
N 9.37 18.51 18.78
C 9.48 19.87 18.24
H 7.06 19.44 19.28
H 6.22 17.93 19.65
H 6.53 18.41 17.95
H 10.17 17.88 18.80
H 8.54 20.17 17.78
H 10.24 19.92 17.46
H 9.77 20.56 19.03
C -1.71 11.45 7.02
C -0.90 11.22 8.30
O 0.32 10.88 8.18
N -1.59 11.13 9.40
C -0.87 10.96 10.66
H -2.76 11.28 7.22
H -1.40 10.93 6.11
H -1.53 12.49 6.76
H -2.60 11.10 9.40
H -0.66 9.90 10.76
H -1.47 11.35 11.49
H 0.11 11.43 10.79
Cl 1.08 10.93 17.83
C 2.04 12.32 17.14
C 2.69 13.25 18.19
Cl 3.80 12.39 19.24
H 1.31 12.91 16.57
H 2.79 11.85 16.51
H 1.96 13.71 18.86
H 3.27 14.04 17.71

Summary:
charge = -1
E_HOMO = -3.2978 eV
2S+1 = 1
Kohn-Sham gap = 5.61 eV
energy above the lowest of the compared OMol25 structures with the same formula, charge and spin = 0.000 eV

[5]
# C16H32Cl2NiO10

C16H32Cl2NiO10 as an isolated structure in a non-equilibrium geometry (wB97M-V/def2-TZVPD, the Open Molecules 2025 dataset).

Element x y z (Å)
Ni -1.28 -0.97 0.91
Cl -5.58 -0.09 1.87
Cl -0.35 -5.00 2.80
C -2.65 -7.73 -4.16
C -2.91 -6.46 -3.40
O -3.70 -5.52 -4.22
C -3.59 -4.19 -3.89
O -2.85 -3.73 -3.03
O -4.39 -3.48 -4.75
C -4.36 -2.00 -4.87
H -3.56 -8.09 -4.64
H -2.24 -8.51 -3.51
H -1.89 -7.70 -4.94
H -1.94 -6.08 -3.11
H -3.32 -6.66 -2.41
H -5.07 -1.73 -5.65
H -3.37 -1.74 -5.24
H -4.68 -1.48 -3.97
C -1.62 1.18 9.60
C -1.09 1.12 8.17
O -0.58 2.35 7.74
C -0.15 2.60 6.50
O -0.11 1.81 5.55
O 0.41 3.80 6.41
C 0.52 4.71 7.45
H -0.88 1.40 10.37
H -2.15 0.25 9.81
H -2.32 2.02 9.66
H -1.92 0.80 7.54
H -0.36 0.31 8.12
H 1.46 4.50 7.96
H -0.27 4.66 8.20
H 0.74 5.63 6.90
C 1.51 4.15 -6.00
C 1.19 3.61 -4.59
O 0.56 4.71 -3.83
C -0.15 4.46 -2.71
O -0.46 3.30 -2.35
O -0.56 5.56 -2.16
C -1.62 5.56 -1.19
H 2.16 5.02 -5.91
H 0.59 4.41 -6.52
H 2.05 3.44 -6.62
H 2.04 3.11 -4.12
H 0.46 2.81 -4.62
H -2.45 4.93 -1.50
H -1.85 6.61 -1.01
H -1.29 5.16 -0.23
C 5.40 -2.68 -0.95
C 5.83 -1.28 -0.68
C 4.57 -0.66 -0.03
O 3.49 -1.34 -0.70
C 3.99 -2.45 -1.55
H 5.34 -3.29 -0.05
H 6.05 -3.14 -1.69
H 6.09 -0.75 -1.59
H 6.68 -1.29 -0.01
H 4.40 0.41 -0.11
H 4.56 -0.94 1.02
H 4.09 -2.07 -2.57
H 3.37 -3.34 -1.45

Summary:
charge = 0
E_HOMO (alpha / beta) = -7.0075 / -7.0796 eV
2S+1 = 3
Kohn-Sham gap (alpha / beta) = 3.90 / 2.47 eV
energy above the lowest of the compared OMol25 structures with the same formula, charge and spin = 11.428 eV

[6]
# C16H32F3NO9

A 3-piece molecular cluster, C16H32F3NO9 overall (wB97M-V/def2-TZVPD, the Open Molecules 2025 dataset).

Element x y z (Å)
C -1.53 -0.40 2.23
C -1.85 -1.41 1.12
C -1.38 -0.98 -0.26
N 0.06 -0.73 -0.26
C 0.67 -0.19 -1.46
C 0.43 1.32 -1.55
O 0.99 1.94 -0.43
C 1.18 3.33 -0.59
C 0.20 -0.91 -2.75
C -1.05 -0.39 -3.46
O -0.77 0.49 -4.53
C -1.84 -1.52 -4.11
F -2.20 -2.45 -3.19
F -2.96 -1.08 -4.68
F -1.12 -2.16 -5.05
O 2.07 -0.32 -1.36
C 2.57 -1.64 -1.21
H -2.05 -0.68 3.15
H -0.47 -0.37 2.46
H -1.86 0.60 1.95
H -1.41 -2.38 1.37
H -2.93 -1.55 1.07
H -1.97 -0.10 -0.57
H -1.59 -1.78 -0.96
H 0.30 -0.12 0.50
H 0.86 1.73 -2.48
H -0.65 1.51 -1.56
H 1.41 3.75 0.39
H 0.28 3.83 -0.97
H 2.01 3.53 -1.27
H 1.03 -0.81 -3.46
H 0.10 -1.98 -2.54
H -1.75 0.08 -2.77
H -0.03 1.06 -4.28
H 2.96 -2.01 -2.17
H 3.39 -1.62 -0.49
H 1.80 -2.32 -0.84
C -4.33 -4.81 4.78
O -4.47 -3.96 3.64
C -4.75 -4.60 2.50
O -4.89 -5.79 2.38
O -4.84 -3.70 1.53
C -5.13 -4.25 0.24
H -4.11 -4.15 5.61
H -5.26 -5.35 4.96
H -3.53 -5.53 4.63
H -6.09 -4.77 0.25
H -4.35 -4.94 -0.06
H -5.17 -3.40 -0.44
C 4.85 3.08 0.33
O 4.45 4.44 0.55
C 5.33 5.17 1.24
O 6.39 4.78 1.66
O 4.84 6.40 1.39
C 5.69 7.29 2.12
H 4.03 2.63 -0.23
H 5.77 3.05 -0.25
H 4.99 2.57 1.27
H 6.64 7.41 1.61
H 5.86 6.91 3.12
H 5.16 8.23 2.15

Summary:
charge = 0
SMILES string = CCCN[C@](COC)(C[C@@H](O)C(F)(F)F)OC.COC(=O)OC.COC(=O)OC
E_HOMO = -9.2251 eV
2S+1 = 1
Kohn-Sham gap = 9.83 eV

[7]
# C16H32GeN4O3Pt

C16H32GeN4O3Pt as an isolated structure in a non-equilibrium geometry (wB97M-V/def2-TZVPD, the Open Molecules 2025 dataset).

Element x y z (Å)
Pt -0.65 -0.36 -0.38
C 4.56 -0.23 0.42
N 3.63 -0.34 1.52
C 4.08 -1.00 2.73
C 2.36 0.15 1.37
O 1.97 0.69 0.36
C 1.43 -0.04 2.58
O 0.16 0.52 2.41
C 0.08 1.91 2.44
C -0.25 2.52 1.08
O -0.56 1.87 0.09
N -0.18 3.88 1.00
C -0.20 4.75 2.16
C -0.50 4.52 -0.26
H 5.06 -1.18 0.26
H 4.00 0.03 -0.48
H 5.31 0.55 0.60
H 4.95 -1.60 2.49
H 4.37 -0.28 3.51
H 3.33 -1.67 3.14
H 1.25 -1.11 2.72
H 1.92 0.36 3.48
H -0.75 2.18 3.11
H 0.99 2.37 2.83
H 0.24 4.29 3.03
H 0.37 5.65 1.93
H -1.23 5.05 2.41
H -0.37 3.81 -1.07
H -1.54 4.88 -0.27
H 0.17 5.37 -0.40
C -6.02 -1.52 -0.48
N -4.88 -0.63 -0.51
C -4.88 0.72 -0.24
C -3.59 1.13 -0.37
N -2.80 0.07 -0.71
C -3.60 -0.97 -0.78
H -6.92 -0.93 -0.36
H -5.94 -2.22 0.35
H -6.08 -2.08 -1.41
H -5.79 1.25 0.00
H -3.17 2.12 -0.25
H -3.29 -1.97 -1.03
C 0.87 -4.65 -2.52
Ge 0.67 -2.71 -2.28
C -0.24 -2.01 -3.87
C 2.48 -1.95 -2.36
C -0.26 -2.18 -0.69
H 1.42 -4.86 -3.44
H -0.10 -5.14 -2.57
H 1.42 -5.09 -1.68
H 0.37 -2.12 -4.77
H -0.45 -0.96 -3.71
H -1.19 -2.52 -4.04
H 2.97 -2.25 -3.29
H 3.08 -2.28 -1.52
H 2.40 -0.86 -2.33
H -0.49 -2.94 0.06

Summary:
charge = 0
E_HOMO (alpha / beta) = -5.2461 / -5.3751 eV
2S+1 = 1
Kohn-Sham gap (alpha / beta) = 5.76 / 5.89 eV
energy above the lowest of the compared OMol25 structures with the same formula, charge and spin = 0.055 eV

[8]
# C16H32NOPPdSi

C16H32NOPPdSi as an isolated structure in a non-equilibrium geometry (wB97M-V/def2-TZVPD, the Open Molecules 2025 dataset).

Element x y z (Å)
C 4.31 0.83 -2.38
C 3.65 1.86 -1.72
C 2.42 1.62 -1.05
C 1.91 0.33 -1.10
C 2.60 -0.73 -1.68
C 3.81 -0.47 -2.34
C 1.78 2.69 -0.22
C 0.34 3.13 -0.54
N -0.56 2.07 -1.07
Pd 0.01 0.07 -0.40
C 1.99 -2.11 -1.60
P 0.19 -1.91 -1.47
H 4.06 2.87 -1.69
H 4.33 -1.30 -2.83
H 5.23 1.04 -2.94
H 2.30 -2.68 -0.71
H 2.20 -2.72 -2.49
H 1.77 2.38 0.83
H 2.38 3.60 -0.30
H -0.14 3.49 0.38
C -0.79 -3.37 -1.12
C -0.24 -1.52 -3.20
H 0.32 3.95 -1.27
C -0.51 1.99 -2.54
C -1.95 2.28 -0.61
H 0.00 -1.47 0.20
H -0.86 2.94 -2.97
H 0.51 1.78 -2.85
H -1.17 1.17 -2.85
H -2.40 3.13 -1.15
H -2.53 1.36 -0.80
H -1.94 2.47 0.47
H -0.03 -2.42 -3.80
H -1.31 -1.28 -3.27
H 0.34 -0.68 -3.61
H -0.56 -4.14 -1.87
H -0.55 -3.73 -0.11
H -1.85 -3.08 -1.17
H -1.93 -0.72 1.44
C -3.60 -0.19 3.79
Si -1.83 -0.79 3.66
C -0.66 0.04 4.86
C -1.67 -2.66 3.79
O -1.32 -0.38 2.11
H -4.02 -0.43 4.77
H -4.24 -0.67 3.03
H -3.67 0.90 3.64
H -0.99 -0.14 5.89
H 0.36 -0.38 4.74
H -0.60 1.12 4.69
H -2.22 -3.16 2.98
H -0.61 -2.94 3.70
H -2.05 -3.04 4.74

Summary:
charge = +2
E_HOMO (alpha / beta) = -12.5608 / -14.9241 eV
2S+1 = 5
Kohn-Sham gap (alpha / beta) = 6.10 / 4.21 eV
energy above the lowest of the compared OMol25 structures with the same formula, charge and spin = 0.000 eV

no.,electronic energy (Eh)
1,-1882.23778
2,-1977.84626
3,-4513.85835
4,-2315.46229
5,-3809.64882
6,-1660.35792
7,-3269.70826
8,-1516.82740